[1]
DFT (ωB97M-V/def2-TZVPD) results for a 7-piece molecular cluster, C42H43F6O6PS overall.

Multiplicity = 1
E_LUMO = 0.013 Ha
Strongest force on any atom = 0.50 eV Å⁻¹
Calculated total energy = -92968.23021 eV
HOMO level = -0.32820 Ha
Energy relative to the best compared isomer or geometry (same formula, charge and spin) = 0.0 kJ/mol
SMILES = CC[C@H]1[C@@H](P(=O)(O)O)CCOS1(=O)=O.Fc1ccccc1.Fc1ccccc1.Fc1ccccc1.Fc1ccccc1.Fc1ccccc1.Fc1ccccc1
Orbital gap = 0.34086 Ha

Geometry (Å):
C1 1.2256 0.1818 3.8913
C2 0.6891 0.4325 2.4769
C3 -0.1677 1.6797 2.2259
C4 -1.4395 1.9183 3.0762
P1 -2.6674 0.5850 3.0878
O1 -4.0415 1.0813 3.2042
O2 -2.3445 -0.2395 1.7476
O3 -2.2755 -0.4286 4.2569
C5 -1.1683 2.3859 4.5188
C6 -0.2379 3.5858 4.5961
O4 0.9867 3.3837 3.8437
S1 0.7902 3.1804 2.2888
O5 -0.0266 4.2430 1.7817
O6 2.0959 2.9398 1.7683
H1 2.1467 -0.3979 3.8347
H2 1.4609 1.1011 4.4237
H3 0.5262 -0.3887 4.5060
H4 0.0911 -0.4175 2.1542
H5 1.5270 0.4822 1.7809
H6 -0.4796 1.6543 1.1774
H7 -2.0056 2.7087 2.5701
H8 -3.1379 -0.7478 1.5083
H9 -1.7092 -1.1551 3.9579
H10 -0.8022 1.5633 5.1316
H11 -2.1136 2.7076 4.9652
H12 -0.7153 4.4972 4.2358
H13 0.0942 3.7464 5.6188
F1 -3.7546 4.7592 6.5365
C7 -4.9778 4.3020 6.1739
C8 -6.0718 4.6516 6.9385
C9 -7.3169 4.1728 6.5547
C10 -7.4459 3.3620 5.4345
C11 -6.3243 3.0261 4.6882
C12 -5.0751 3.5040 5.0544
H14 -5.9442 5.2803 7.8089
H15 -8.1899 4.4349 7.1381
H16 -8.4198 2.9889 5.1468
H17 -6.4032 2.3825 3.8227
H18 -4.1952 3.2414 4.4859
F2 1.0326 -0.8616 -0.8027
C13 -0.0258 -1.2517 -1.5462
C14 -1.2791 -0.7918 -1.1971
C15 -2.3677 -1.2089 -1.9501
C16 -2.1895 -2.0657 -3.0281
C17 -0.9150 -2.5077 -3.3555
C18 0.1852 -2.1012 -2.6128
H19 -1.3897 -0.1341 -0.3464
H20 -3.3603 -0.8608 -1.6929
H21 -3.0391 -2.3970 -3.6079
H22 -0.7754 -3.1781 -4.1935
H23 1.1875 -2.4323 -2.8479
F3 5.0408 0.7850 0.2051
C19 5.3715 1.8698 -0.5311
C20 6.5167 1.8178 -1.3003
C21 6.8522 2.9314 -2.0577
C22 6.0519 4.0651 -2.0336
C23 4.9074 4.0845 -1.2470
C24 4.5532 2.9804 -0.4837
H24 7.1294 0.9260 -1.3004
H25 7.7461 2.9077 -2.6680
H26 6.3196 4.9299 -2.6260
H27 4.2805 4.9663 -1.2221
H28 3.6664 2.9754 0.1346
F4 -0.8193 -2.5569 2.5829
C25 -0.9591 -3.6407 1.7718
C26 -2.1752 -4.2882 1.7403
C27 -2.3162 -5.3688 0.8804
C28 -1.2561 -5.7715 0.0805
C29 -0.0460 -5.0934 0.1380
C30 0.1145 -4.0114 0.9917
H29 -2.9862 -3.9551 2.3747
H30 -3.2611 -5.8935 0.8352
H31 -1.3742 -6.6115 -0.5902
H32 0.7801 -5.4025 -0.4883
H33 1.0409 -3.4555 1.0448
F5 -3.9592 -4.4304 -4.8084
C31 -4.9177 -4.1064 -5.7056
C32 -4.9736 -2.8106 -6.1773
C33 -5.9612 -2.4876 -7.0973
C34 -6.8652 -3.4496 -7.5256
C35 -6.7819 -4.7446 -7.0327
C36 -5.8002 -5.0856 -6.1131
H34 -4.2571 -2.0776 -5.8319
H35 -6.0207 -1.4778 -7.4810
H36 -7.6323 -3.1908 -8.2427
H37 -7.4849 -5.4973 -7.3641
H38 -5.7131 -6.0875 -5.7159
F6 10.0080 2.1803 -5.5183
C37 9.8345 1.0690 -4.7735
C38 8.5496 0.6717 -4.4640
C39 8.3790 -0.4698 -3.6930
C40 9.4801 -1.1885 -3.2479
C41 10.7605 -0.7638 -3.5761
C42 10.9488 0.3747 -4.3467
H39 7.7064 1.2505 -4.8159
H40 7.3782 -0.7951 -3.4401
H41 9.3408 -2.0766 -2.6463
H42 11.6216 -1.3198 -3.2296
H43 11.9358 0.7251 -4.6154

[2]
DFT (ωB97M-V/def2-TZVPD) results for C42H44N3PdS2SbSi2 as an isolated structure.

Multiplicity = 6
E_LUMO (alpha / beta) = -0.107 / -0.221 Ha
Strongest force on any atom = 0.28 eV Å⁻¹
Charge = +1
Calculated total energy = -96171.47826 eV
HOMO level (alpha / beta) = -0.29254 / -0.39152 Ha
Expectation value of S² = 8.7846
Energy relative to the best compared isomer or geometry (same formula, charge and spin) = 31.9 kJ/mol
Orbital gap (alpha / beta) = 0.18551 / 0.17091 Ha

Geometry (Å):
Pd1 -0.5418 -0.8585 1.5909
N1 7.2625 0.2228 8.3581
C1 6.3977 0.1135 7.6097
C2 5.3153 -0.0225 6.6728
C3 4.2678 0.8958 6.6816
C4 3.2312 0.7606 5.7762
C5 3.2143 -0.2865 4.8542
C6 4.2694 -1.1988 4.8608
C7 5.3150 -1.0721 5.7576
C8 2.0962 -0.4260 3.8846
C9 0.7988 -0.6876 4.4117
C10 0.4936 -0.9160 5.8261
C11 -0.8527 -1.1188 5.9150
C12 -1.3534 -1.0290 4.5962
N2 -0.3525 -0.7730 3.7083
C13 2.3881 -0.2776 2.5216
C14 3.6796 0.0933 1.9767
C15 3.5485 0.1438 0.6129
C16 2.2056 -0.1777 0.3366
N3 1.5152 -0.4235 1.4668
H1 4.2775 1.7120 7.3911
H2 2.4226 1.4813 5.7747
H3 4.2612 -2.0199 4.1549
H4 6.1286 -1.7846 5.7612
H5 1.2204 -0.9319 6.6196
H6 -1.4344 -1.3145 6.8002
H7 -2.3751 -1.1246 4.2590
H8 4.5603 0.2989 2.5607
H9 4.3080 0.3920 -0.1105
H10 1.7189 -0.2303 -0.6261
S1 -1.7905 -3.6841 2.2768
C17 -0.9873 -3.0188 1.1237
S2 -0.2116 -2.6998 -0.2357
Sb1 -0.4082 -0.6557 -3.3065
C18 0.2529 -2.5248 -3.9932
C19 -0.4771 -3.6688 -3.6757
C20 -0.0566 -4.8964 -4.1623
C21 1.0874 -4.9776 -4.9453
C22 1.8161 -3.8367 -5.2487
C23 1.4077 -2.6006 -4.7685
C24 -2.2094 -0.2305 -4.2920
C25 -2.6976 -1.1558 -5.2109
C26 -3.8815 -0.8799 -5.8807
C27 -4.5686 0.2971 -5.6243
C28 -4.0804 1.2111 -4.6993
C29 -2.9009 0.9484 -4.0218
C30 1.0252 0.7655 -3.8610
C31 0.6274 1.8764 -4.6003
C32 1.5724 2.8321 -4.9431
C33 2.8914 2.6835 -4.5373
C34 3.2792 1.5781 -3.7914
C35 2.3455 0.6152 -3.4426
H11 -1.3652 -3.6094 -3.0576
H12 -0.6196 -5.7893 -3.9264
H13 1.4147 -5.9389 -5.3183
H14 2.7056 -3.9059 -5.8602
H15 1.9765 -1.7124 -5.0131
H16 -2.1621 -2.0740 -5.4171
H17 -4.2648 -1.5880 -6.6030
H18 -5.4929 0.5041 -6.1469
H19 -4.6209 2.1270 -4.5017
H20 -2.5291 1.6598 -3.2943
H21 -0.4008 1.9950 -4.9199
H22 1.2766 3.6932 -5.5270
H23 3.6230 3.4348 -4.8027
H24 4.3087 1.4669 -3.4786
H25 2.6545 -0.2440 -2.8576
C36 -4.4400 -0.7059 2.2154
Si1 -3.5539 0.3671 0.9634
C37 -3.2617 -0.6155 -0.6192
C38 -4.6949 1.7812 0.4933
C39 -1.9412 0.9865 1.6743
Si2 -0.9699 2.4258 0.9849
C40 0.5285 2.8030 2.0313
C41 -0.4987 2.0175 -0.7982
C42 -2.0063 3.9898 0.9536
H26 -5.4038 -1.0375 1.8225
H27 -4.6351 -0.1457 3.1329
H28 -3.8683 -1.5985 2.4771
H29 -4.1743 -0.6731 -1.2175
H30 -2.9232 -1.6351 -0.4283
H31 -2.5001 -0.1087 -1.2184
H32 -5.6823 1.3805 0.2516
H33 -4.3326 2.3210 -0.3838
H34 -4.8131 2.5014 1.3042
H35 -1.9859 1.0640 2.7645
H36 1.1957 1.9521 2.1512
H37 0.2008 3.1183 3.0254
H38 1.0992 3.6283 1.5993
H39 -0.0632 1.0143 -0.8243
H40 0.2218 2.7176 -1.2248
H41 -1.4003 2.0300 -1.4190
H42 -2.3503 4.2584 1.9542
H43 -2.8808 3.9097 0.3088
H44 -1.3921 4.8165 0.5870

[3]
DFT (ωB97M-V/def2-TZVPD) results for a 8-piece molecular cluster, C42H46B2Br2F7O26P overall.

Multiplicity = 1
E_LUMO = -0.038 Ha
Strongest force on any atom = 3.37 eV Å⁻¹
Calculated total energy = -267282.31816 eV
HOMO level = -0.28335 Ha
SMILES = C#CCc1c(Br)c(CB(O)O)c(B(C)O)c2c1C(=O)C(P(C)CC)=C([C@H](Br)CC)C2=O.O=C1OC[C@@H](F)O1.O=C1OC[C@@H](F)O1.O=C1OC[C@@H](F)O1.O=C1OC[C@@H](F)O1.O=C1OC[C@@H](F)O1.O=C1OC[C@@H](F)O1.O=C1OC[C@@H](F)O1
Orbital gap = 0.24512 Ha

Geometry (Å):
C1 -0.9354 -2.6952 1.1317
C2 -0.4322 -1.8882 1.9074
C3 0.3217 -0.7937 2.7609
C4 1.5442 -0.3386 1.8721
C5 2.9785 -0.6150 2.2209
Br1 3.3330 -1.5669 3.9192
C6 4.1078 -0.1610 1.3279
C7 5.5786 -0.4401 1.7696
B1 6.2448 -1.7383 1.0610
O1 6.2021 -3.0475 1.5711
O2 6.9300 -1.4964 -0.1857
C8 3.7344 0.5567 0.0523
B2 4.9608 1.0045 -0.8991
C9 5.8916 2.3007 -0.5829
O3 5.1807 0.1830 -2.0501
C10 2.3369 0.8507 -0.3289
C11 1.2335 0.4080 0.6090
C12 -0.2369 0.7838 0.1924
O4 -1.1312 1.0373 0.9745
C13 -0.5301 0.8262 -1.3691
P1 -2.3035 0.3243 -1.7361
C14 -2.4761 -0.6898 -3.3388
C15 -3.2577 1.9840 -1.9348
C16 -4.0860 2.1452 -0.5529
C17 0.4836 1.2085 -2.2154
C18 0.3515 1.2458 -3.7659
Br2 -1.0823 2.3393 -4.5563
C19 0.5981 -0.1808 -4.4901
C20 2.1469 -0.3137 -4.9158
C21 1.8879 1.6202 -1.5964
O5 2.5243 2.5563 -2.1362
H1 -1.0328 -3.3325 0.2166
H2 -0.3691 0.0638 3.0193
H3 0.6192 -1.2945 3.7214
H4 6.2321 0.4639 1.5401
H5 5.6835 -0.6064 2.8905
H6 6.9691 -3.4973 1.1509
H7 6.3249 -1.7174 -0.9207
H8 6.9465 1.9975 -0.2800
H9 5.4223 2.8128 0.3198
H10 5.9215 3.0239 -1.4532
H11 5.5257 0.7283 -2.7847
H12 -3.4043 -1.3180 -3.1322
H13 -1.6503 -1.4365 -3.4778
H14 -2.7320 -0.0771 -4.2437
H15 -2.5253 2.8413 -2.0104
H16 -3.9255 1.9268 -2.8372
H17 -5.1890 2.0602 -0.7607
H18 -3.8834 3.1871 -0.1764
H19 -3.7254 1.4035 0.2204
H20 1.2792 1.8164 -4.1082
H21 0.4753 -0.9396 -3.6512
H22 -0.1034 -0.3551 -5.3462
H23 2.3193 -0.1322 -6.0068
H24 2.4177 -1.3962 -4.6865
H25 2.7802 0.3136 -4.2262
O6 -3.0614 -4.0068 -4.2064
C22 -4.1901 -4.1477 -3.8594
O7 -4.8658 -5.3290 -3.8919
C23 -6.1251 -5.0981 -3.2603
C24 -6.2952 -3.6180 -3.4232
F1 -6.9787 -3.0846 -2.3847
O8 -4.9691 -3.1367 -3.3772
H26 -6.0661 -5.4018 -2.2127
H27 -6.9191 -5.6651 -3.7452
H28 -6.7630 -3.3213 -4.3660
O9 3.8155 4.4888 3.7482
C25 3.4086 4.6594 2.6435
O10 2.9610 3.6638 1.8297
C26 2.4422 4.2910 0.6603
C27 3.1628 5.6034 0.6545
F2 2.3942 6.5829 0.1116
O11 3.3386 5.8786 2.0303
H29 1.3591 4.4056 0.7610
H30 2.6406 3.6910 -0.2272
H31 4.1356 5.5799 0.1571
O12 -7.8247 -5.9637 -0.1284
C28 -7.4759 -5.0502 0.5540
O13 -6.8690 -3.9312 0.0763
C29 -6.7366 -3.0331 1.1766
C30 -6.7753 -3.9613 2.3513
F3 -7.3426 -3.3649 3.4279
O14 -7.6285 -5.0016 1.9079
H32 -7.5702 -2.3265 1.1699
H33 -5.8027 -2.4741 1.1181
H34 -5.8034 -4.3765 2.6293
O15 -3.8885 -2.2475 3.2499
C31 -3.3887 -2.0707 4.3112
O16 -2.9328 -3.0660 5.1240
C32 -2.2855 -2.4308 6.2238
C33 -2.9287 -1.0862 6.2368
F4 -2.0651 -0.1389 6.6792
O17 -3.2020 -0.8381 4.8726
H35 -1.2101 -2.3825 6.0333
H36 -2.4538 -2.9773 7.1514
H37 -3.8563 -1.0390 6.8116
O18 -0.5871 -0.6065 -7.5217
C34 0.2324 -1.3457 -7.9632
O19 1.3926 -1.6772 -7.3241
C35 2.0234 -2.6780 -8.1172
C36 1.4333 -2.4323 -9.4730
F5 1.3265 -3.5854 -10.1756
O20 0.1341 -1.9622 -9.1762
H38 1.7727 -3.6655 -7.7221
H39 3.1071 -2.5608 -8.1066
H40 1.9665 -1.6860 -10.0679
O21 -2.0689 -3.3519 9.2379
C37 -2.6894 -2.5265 9.8357
O22 -2.9088 -2.5624 11.1764
C38 -3.5664 -1.3473 11.5216
C39 -4.1921 -0.9427 10.2214
F6 -4.2576 0.4044 10.1099
O23 -3.2759 -1.4320 9.2596
H41 -2.8291 -0.6231 11.8764
H42 -4.3043 -1.5101 12.3067
H43 -5.1795 -1.3762 10.0420
O24 6.3209 5.1860 -0.7745
C40 6.4154 6.3142 -1.1473
O25 6.5859 7.3805 -0.3195
C41 6.7865 8.5193 -1.1505
C42 6.1386 8.0946 -2.4336
F7 6.7614 8.6470 -3.5018
O26 6.3578 6.6972 -2.4546
H44 7.8579 8.7037 -1.2616
H45 6.3207 9.4058 -0.7211
H46 5.0660 8.2986 -2.4860

[4]
DFT (ωB97M-V/def2-TZVPD) results for a 6-piece molecular cluster, C42H46FN10O10 overall.

Multiplicity = 1
E_LUMO = -0.141 Ha
Strongest force on any atom = 1.78 eV Å⁻¹
Charge = +1
Calculated total energy = -82373.58859 eV
HOMO level = -0.41344 Ha
Orbital gap = 0.27275 Ha

Geometry (Å):
C1 -4.6710 1.8654 -2.0512
C2 -3.4143 2.7044 -1.8269
C3 -2.7012 2.1221 -0.6048
F1 -2.6359 3.0181 0.4605
C4 -1.2955 1.6681 -0.9180
C5 -0.3211 2.5420 -1.3997
C6 0.9013 1.9979 -1.6867
C7 1.1220 0.6139 -1.4952
C8 2.4140 -0.0560 -1.8252
C9 2.2270 -1.2479 -2.8115
C10 2.8997 -2.5199 -2.2937
C11 2.0940 -3.1816 -1.1570
N1 2.8159 -3.0966 0.1251
C12 2.4712 -4.0836 1.0622
N2 3.3350 -4.9319 1.4395
N3 1.1109 -3.9472 1.4948
N4 0.1753 -0.1737 -1.0081
N5 -0.9907 0.3914 -0.7384
H1 -5.4039 1.9673 -1.2499
H2 -4.3350 0.8272 -2.1171
H3 -5.1261 2.1000 -3.0150
H4 -3.6081 3.7738 -1.7045
H5 -2.7937 2.6071 -2.7243
H6 -3.2739 1.2451 -0.2920
H7 -0.5365 3.5943 -1.5331
H8 1.7151 2.6082 -2.0569
H9 2.8318 -0.4383 -0.8871
H10 3.0871 0.6676 -2.2769
H11 1.1641 -1.4320 -2.9906
H12 2.6507 -0.9906 -3.7863
H13 3.9099 -2.2773 -1.9480
H14 3.0278 -3.2368 -3.1086
H15 1.8664 -4.2236 -1.4091
H16 1.1417 -2.6553 -1.0666
H17 3.8078 -3.2301 -0.0532
H18 2.9717 -5.5355 2.1736
H19 1.0874 -3.3853 2.3408
H20 0.7506 -4.8638 1.7457
H21 -1.7032 -0.2516 -0.3863
C13 -2.4752 -3.7321 3.5540
C14 -1.8018 -3.7380 2.3379
C15 -2.1772 -2.8530 1.3421
C16 -3.2233 -1.9796 1.5922
C17 -3.9109 -1.9601 2.7953
C18 -3.5249 -2.8503 3.7827
N6 -3.6216 -1.0346 0.5484
O1 -2.9967 -1.0458 -0.5126
O2 -4.5046 -0.2397 0.7874
H22 -2.1799 -4.4261 4.3298
H23 -0.9941 -4.4383 2.1689
H24 -1.6709 -2.8471 0.3877
H25 -4.7260 -1.2700 2.9530
H26 -4.0459 -2.8565 4.7300
C19 8.7371 2.5116 -1.6838
C20 8.0028 2.5308 -2.8637
C21 6.6204 2.5945 -2.8202
C22 6.0055 2.6413 -1.5803
C23 6.7136 2.6183 -0.3899
C24 8.0954 2.5515 -0.4519
N7 4.5475 2.7248 -1.5184
O3 3.9087 2.7073 -2.5626
O4 4.0149 2.7978 -0.4271
H27 9.8171 2.4659 -1.7249
H28 8.5075 2.4989 -3.8192
H29 6.0338 2.6115 -3.7265
H30 6.1985 2.6495 0.5592
H31 8.6707 2.5327 0.4630
C25 0.8768 -7.3312 -3.3057
C26 -0.4964 -7.4300 -3.1211
C27 -1.0530 -7.1621 -1.8807
C28 -0.2102 -6.7947 -0.8470
C29 1.1608 -6.6938 -1.0044
C30 1.7034 -6.9673 -2.2497
N8 -0.7977 -6.4941 0.4672
O5 -1.9980 -6.6028 0.5983
O6 -0.0441 -6.1379 1.3587
H32 1.3052 -7.5408 -4.2768
H33 -1.1367 -7.7170 -3.9437
H34 -2.1178 -7.2369 -1.7181
H35 1.7890 -6.4113 -0.1730
H36 2.7726 -6.8972 -2.3945
C31 0.1466 2.9229 2.5528
C32 0.6667 3.4846 3.7124
C33 1.9760 3.2228 4.0884
C34 2.7398 2.3960 3.2852
C35 2.2419 1.8162 2.1358
C36 0.9343 2.0879 1.7696
N9 4.1455 2.1326 3.6542
O7 4.5598 2.6357 4.6753
O8 4.7992 1.4350 2.9030
H37 -0.8730 3.1388 2.2610
H38 0.0548 4.1333 4.3237
H39 2.3984 3.6549 4.9834
H40 2.8718 1.1743 1.5374
H41 0.5373 1.6627 0.8660
C37 -5.2829 5.6747 2.3435
C38 -5.0953 4.8658 1.2285
C39 -6.0248 4.8825 0.2014
C40 -7.1249 5.7115 0.3099
C41 -7.3351 6.5192 1.4108
C42 -6.3998 6.4950 2.4353
N10 -8.1003 5.7356 -0.7981
O9 -7.8917 4.9975 -1.7416
O10 -9.0440 6.4888 -0.6996
H42 -4.5556 5.6665 3.1449
H43 -4.2303 4.2229 1.1452
H44 -5.9043 4.2652 -0.6770
H45 -8.2082 7.1524 1.4639
H46 -6.5446 7.1209 3.3050

The highest calculated total energy belongs to which entry?
C42H46FN10O10

Which of these has the lowest strongest force on any atom?
C42H44N3PdS2SbSi2